# 1
This record from OMol25 describes a 7-piece molecular cluster, C15H44N4O7 overall. The level of theory is ωB97M-V/def2-TZVPD.

Structure (ORCA input):
```
! wB97M-V def2-TZVPD RIJCOSX def2/J DEFGRID3
* xyz 0 1
O 1.47040 1.61194 4.99491
O 2.39440 -0.78306 -1.60309
O 2.92440 1.81994 -3.12809
O -0.10060 -0.43506 -3.99709
O -1.52160 -2.41106 3.98191
O -2.02960 2.25494 -0.40609
O -2.26760 -2.17206 -2.94909
N -0.44960 1.85794 -3.62409
N 1.89040 1.52094 -5.21309
N -1.79260 0.64394 -2.66409
N 3.13740 3.42694 -4.86709
C -2.81360 -2.70306 -1.96709
C -1.17760 -1.13806 2.22691
C -1.44460 2.27394 1.82191
C 1.47540 -0.95606 -0.51509
C 3.39040 0.31994 5.26391
C -1.11460 -3.44706 1.77891
C -2.01960 -3.87006 -1.56809
C -0.75860 0.63294 -3.44609
C -0.90660 -2.39706 2.89591
C 2.73240 2.22794 -4.43009
C 2.46140 1.15594 4.36691
C -1.10860 1.94594 0.39191
C 1.84040 0.50894 3.16991
C 0.24540 2.43894 -0.16009
C -2.78560 -1.65706 -0.81809
H 3.26440 0.50694 6.32591
H -3.87160 -2.93306 -2.12409
H 3.00040 2.02594 4.03891
H -2.27560 -4.33606 -0.62009
H 1.97340 -1.33506 0.36691
H 0.43440 1.96794 -4.20209
H -2.03660 3.17994 -0.39609
H -0.55460 -0.94406 1.39791
H 1.27540 -0.46506 3.32891
H -2.06160 -0.31406 -2.44609
H -1.35460 3.35994 1.90991
H -1.13560 0.89094 0.26691
H -2.44060 1.98894 2.09591
H 1.42940 1.26794 2.57891
H 3.14340 -0.72406 5.23791
H -0.73860 1.79994 2.58291
H -0.91960 -0.35506 2.88591
H -3.18160 -0.66906 -1.01509
H -0.98760 -3.63606 -1.60609
H 0.25840 3.54494 -0.32109
H 1.72040 0.47994 -4.99309
H 3.32740 3.82694 -5.83709
H 3.65240 4.03294 -4.14509
H -0.83860 -4.40606 2.04191
H -1.00060 2.57294 -3.22909
H 0.59140 -1.43506 -0.87109
H 1.97440 -0.35106 -2.30109
H -1.90260 1.29894 -1.88709
H 1.84540 1.97694 -6.17709
H 1.85340 2.33094 5.52091
H -2.44860 -2.77206 -3.67409
H 0.37040 1.97294 -1.10809
H -2.14760 -3.47206 1.46791
H -2.17760 -1.00406 1.82891
H 1.08840 -0.01306 -0.21609
H -2.07260 -4.66706 -2.28009
H 1.09940 2.16294 0.45291
H -0.73060 -3.12506 0.86991
H -1.63060 -1.45106 -0.51809
H -1.40560 -1.55306 4.37591
H -3.33760 -1.98006 0.07791
H 2.68440 0.14494 2.63491
H 4.43040 0.41194 5.03691
H 0.16240 -2.47606 3.10591
*
```

- ΔE to the lowest compared entry with this formula, charge and spin: 7.541 eV
- Structure (SMILES): NC(N)=O.NC(N)=O.CC(C)O.CC(C)O.CC(C)O.CC(C)O.CO
- Total energy: -1343.373317 Ha
- Gap between HOMO and LUMO: 9.475 eV


# 2
This record from OMol25 describes a 7-piece molecular cluster, C15H44O7 overall. The level of theory is ωB97M-V/def2-TZVPD.

Structure (ORCA input):
```
! wB97M-V def2-TZVPD RIJCOSX def2/J DEFGRID3
* xyz 0 1
O -2.69007 5.00460 1.05108
O -1.57521 4.09289 4.74571
O -0.31528 2.59580 -4.14754
O 1.71923 -2.79754 -2.28123
O -2.05599 -3.94039 -0.05730
O 0.00459 -2.18557 -0.11677
O 3.78824 2.42213 3.47665
C -0.63906 0.01093 -0.69495
C 3.25693 0.22808 2.99423
C 2.06034 -4.07090 -1.83719
C -2.35438 1.43673 -3.81095
C -1.42912 3.15622 -2.29357
C 4.11004 1.79472 1.07090
C -1.62379 2.73116 -3.67172
C 0.06588 -0.89205 0.25478
C -0.59651 3.14816 4.34837
C 4.17409 1.38322 2.59013
C -1.29007 -4.76331 -0.90797
C -1.68239 -6.19585 -0.67019
C -1.50327 -4.22838 -2.35364
C -1.59876 4.12833 0.98625
C -0.48549 -0.74276 1.67604
H 3.53580 2.03472 4.31795
H -0.87322 -6.84136 -1.01178
H 1.11259 -0.69728 0.48836
H -2.59073 -6.46801 -1.20775
H -2.36129 1.05500 -4.83190
H -0.23583 2.61026 5.22511
H 0.09160 -1.45442 2.26646
H -0.35545 2.08384 -4.95864
H -2.56534 -4.23646 -2.59861
H -1.13405 4.94173 4.82606
H 0.45475 -2.28495 -0.95884
H 3.24356 -0.61578 2.30443
H -0.23710 -4.83792 -0.63631
H -1.96561 0.67594 -3.13409
H -1.86691 -6.34523 0.39364
H -0.29934 0.29718 1.94432
H -0.76194 1.01404 -0.28657
H -1.00408 -4.66966 -3.21630
H 2.23899 0.61514 3.03957
H 5.20317 1.16577 2.87614
H -2.46266 3.26194 -1.96384
H -0.76501 4.01241 -2.17534
H -3.36369 1.52355 -3.40865
H -3.30625 4.60086 1.66665
H -1.23569 -3.17486 -2.27236
H -1.52674 -3.15250 0.08667
H -1.02939 4.09339 0.05744
H -2.01603 3.54865 -4.27666
H 1.93066 -4.13532 -0.75685
H 0.23748 3.69512 3.90862
H -2.09077 3.15707 1.03798
H -1.08168 2.48699 3.63033
H 4.87681 2.54332 0.87151
H 3.46911 -0.12901 4.00199
H 3.16518 2.15897 0.66760
H -1.54862 -0.98178 1.70338
H 1.50479 -4.89900 -2.27733
H 2.44431 -2.29159 -1.90723
H -0.97239 2.50029 -1.55244
H 3.13911 -4.15670 -1.96752
H -0.98450 4.39436 1.84648
H -1.62336 -0.36030 -0.98033
H 4.36335 0.89797 0.50543
H -0.09353 0.04739 -1.63790
*
```

- ΔE to the lowest compared entry with this formula, charge and spin: 4.047 eV
- Structure (SMILES): CC(C)O.CC(C)O.CC(C)O.CC(C)O.CO.CO.CO
- Total energy: -1124.440793 Ha
- Gap between HOMO and LUMO: 9.947 eV


# 3
This record from OMol25 describes a 5-piece molecular cluster, C15H45BrO17P5S overall. The level of theory is ωB97M-V/def2-TZVPD.

Structure (ORCA input):
```
! wB97M-V def2-TZVPD RIJCOSX def2/J DEFGRID3
* xyz 1 1
Br -8.65961 1.67325 0.08842
S -8.84554 4.45622 1.92304
P -0.65997 -5.97258 -0.11131
P 2.57250 -1.41604 -4.97494
P -0.85226 1.31749 0.37758
P 5.58081 1.35880 3.65310
P -9.18933 3.76862 -0.19039
O 6.02371 0.39085 4.81390
O 2.12354 -1.92804 -3.55190
O 2.90553 0.11387 -4.69255
O -0.23090 2.10062 -0.84011
O -0.72700 -0.13986 0.35670
O -1.81338 -5.74699 -0.98399
O -2.34167 1.85750 0.34254
O -0.82262 -7.12702 0.95051
O 1.64189 -1.63398 -6.08141
O 4.18173 1.28275 3.22524
O 0.69044 -6.30246 -0.87529
O -10.78011 3.64241 -0.07946
O 3.97483 -2.12066 -5.10212
O 6.01865 2.78155 4.20487
O -0.18445 2.03035 1.62043
O 6.65076 1.00019 2.55571
O -0.23577 -4.77754 0.82634
C 0.18096 1.24716 2.77604
C 5.21078 3.93201 3.91773
C 6.22926 0.64384 1.22887
C 1.19529 1.99562 -0.99921
C -2.03494 -7.89601 0.98612
C 5.39069 0.54482 6.09152
C -3.41678 0.90977 0.32664
C 0.19434 -3.57062 0.17922
C 4.27676 -2.90192 -6.27184
C -5.20873 4.25476 1.09057
C 0.94082 -1.34547 -2.98855
C -6.33794 5.25255 0.77969
C 2.61208 1.08905 -5.70556
C -7.30534 5.43449 1.95527
C 0.64278 -6.70739 -2.25350
H -8.48953 3.36438 2.61097
H -0.49786 -3.29627 -0.61739
H 5.84544 4.80328 4.05374
H 4.83561 3.90963 2.89634
H 5.13222 -3.52074 -6.01796
H 4.37043 3.97938 4.60824
H -3.21909 0.08526 -0.35418
H 1.51169 0.95823 -0.89455
H 1.15554 -0.33518 -2.64622
H 0.13279 -1.32452 -3.72073
H 1.57755 -7.22041 -2.46158
H 0.64186 -1.95561 -2.14309
H 1.70323 2.61034 -0.25729
H -2.90767 -7.25451 0.88884
H 1.55806 1.35926 -5.66891
H -4.38682 4.76663 1.58231
H 7.07662 0.15791 0.75474
H -6.81656 5.10689 2.87286
H 5.63779 -0.33706 6.67406
H -7.61051 6.46762 2.09275
H 4.53336 -2.24926 -7.10429
H 2.84986 0.71479 -6.69896
H -2.03610 -8.63589 0.18744
H -0.19281 -7.37834 -2.44168
H -0.57845 0.50271 3.00711
H 4.30819 0.61460 5.98025
H 0.28124 1.93989 3.60633
H 1.44299 2.35087 -1.99488
H -4.85403 3.79217 0.17374
H -5.57880 3.45053 1.72913
H 5.96114 1.53706 0.66665
H 0.20725 -2.78087 0.92347
H 3.22339 1.96129 -5.48922
H 1.13554 0.75601 2.60095
H -5.89528 6.23581 0.61497
H 3.43475 -3.53176 -6.54823
H -6.83768 5.00555 -0.15254
H 5.77352 1.43311 6.59288
H 5.38344 -0.03904 1.25768
H -2.05393 -8.40069 1.94778
H -3.58973 0.51551 1.32769
H -11.20955 4.48139 0.12333
H 1.19756 -3.70563 -0.22694
H 0.55351 -5.83293 -2.89549
H -4.30196 1.44663 -0.00799
*
```

- ΔE to the lowest compared entry with this formula, charge and spin: 0.000 eV
- Total energy: -6556.719142 Ha
- Gap between HOMO and LUMO: 7.418 eV


# 4
This record from OMol25 describes a 9-piece molecular cluster, C15H45O17 overall. The level of theory is ωB97M-V/def2-TZVPD.

Structure (ORCA input):
```
! wB97M-V def2-TZVPD RIJCOSX def2/J DEFGRID3
* xyz 0 2
O -3.48800 -0.57561 5.81859
O 0.68438 1.00674 4.25690
O 1.57060 1.98833 -5.43634
O -2.96739 -1.91707 0.34496
O 0.19084 0.95002 -0.82810
O 1.13165 3.35587 -0.95880
O -0.40259 -3.07921 2.02182
O -0.47510 -0.64667 -3.09771
O 0.62446 1.05512 1.32944
O 4.04213 -1.21683 -1.98170
O -0.24166 -0.77910 0.52535
O 2.96154 0.02117 2.38418
O 0.72505 -3.15444 -0.85206
O -3.64620 -1.12945 2.78773
O -0.51004 3.53913 1.48420
O -2.89873 0.11262 -1.80084
O 2.24397 3.99957 -3.21436
C -0.12101 4.58988 0.68228
C 2.86958 -0.59139 -1.45495
C -2.53922 -0.66068 3.46639
C -2.53190 -1.21772 4.93114
C 2.83599 0.04099 3.80288
C 0.11216 4.29086 -0.83268
C 2.21195 1.70666 -4.22489
C 1.42382 -0.21379 4.25143
C 0.72966 -4.21439 0.12704
C 3.02839 2.88366 -3.69523
C 0.15154 0.41294 0.37325
C -3.74255 -0.99022 -1.78731
C -0.98668 -0.14726 -4.32987
C -3.04462 -2.17069 -1.05983
C -0.49005 -4.17053 1.06215
H 3.36434 -0.81746 4.21761
H 4.19723 -1.95278 -1.38510
H -2.76189 -2.27976 5.01636
H 0.39477 -2.42526 -0.32215
H 3.21215 0.93491 4.30040
H -1.62272 -1.02584 3.00294
H 2.82785 0.81258 -4.32175
H 0.00451 2.75998 1.26115
H 0.69932 5.06760 1.21794
H -4.64780 -0.64416 -1.28844
H 0.42853 5.21022 -1.32543
H 0.71042 -5.14163 -0.44564
H 2.97576 0.45417 -1.74418
H 0.62718 1.34446 3.36009
H 0.76783 2.54244 -0.60162
H -0.21084 -1.53367 -3.35271
H 1.94368 3.74763 -2.33804
H -1.58745 -1.07000 5.45487
H 1.46899 1.48153 -3.45976
H -2.06278 -0.12333 -2.20962
H -0.09727 -2.26142 1.62233
H 2.15339 0.40364 2.03458
H 1.94087 -0.88310 -1.94536
H 1.53729 -0.55443 5.28060
H -0.12669 0.16344 -1.27762
H -2.48509 0.42787 3.48180
H -0.56026 -0.67369 -5.18378
H -2.00038 -2.34638 -1.31825
H -2.08833 -1.57154 0.51658
H 1.58845 -4.20181 0.79818
H 2.84151 -0.74220 -0.37580
H -1.40935 -4.09937 0.48085
H 3.70237 3.34313 -4.41824
H 0.81057 -0.91557 3.68616
H -3.99564 -1.33070 -2.79136
H -3.58334 -3.08323 -1.31509
H -0.80414 4.07554 -1.38234
H -0.87760 0.93258 -4.43061
H -0.59119 -5.07236 1.66596
H -3.45224 -1.13688 1.84755
H -4.28557 -1.10492 5.74567
H 3.69249 2.54932 -2.89817
H -2.05676 -0.29065 -4.47972
H 0.87776 2.61479 -5.21468
H -0.91192 5.33779 0.73881
*
```

- ΔE to the lowest compared entry with this formula, charge and spin: 0.000 eV
- Expectation value of S²: 0.755
- Total energy: -1877.343333 Ha
- Gap between HOMO and LUMO (spin up / spin down): 9.031 / 2.527 eV


# 5
This record from OMol25 describes a 5-piece molecular cluster, C15H45O20P5 overall. The level of theory is ωB97M-V/def2-TZVPD.

Structure (ORCA input):
```
! wB97M-V def2-TZVPD RIJCOSX def2/J DEFGRID3
* xyz 0 1
P 1.16129 0.28326 -1.68144
P -3.79067 -4.34142 -2.38773
P 4.25093 -1.30578 1.84459
P 0.46731 5.11779 -0.73011
P -1.85012 -0.03849 2.27459
O 0.63813 4.30293 -1.92824
O -3.19189 0.18791 2.96203
O -0.75027 4.63432 0.32747
O 1.83899 5.07333 0.08948
O 1.98684 0.89072 -2.79908
O -0.96537 -1.18502 2.99451
O -0.45600 0.27027 -1.96517
O 3.98894 -1.00685 0.44695
O -0.85608 1.12996 2.13838
O 5.26644 -0.32817 2.64804
O 0.20862 6.63572 -1.02326
O -2.59439 -4.29344 -3.49400
O -2.12635 -0.64816 0.73072
O 1.11953 0.91404 -0.21404
O -3.18025 -3.61715 -1.08990
O -4.80027 -3.20163 -2.90464
O -4.38930 -5.73505 -2.14617
O 2.95720 -1.32212 2.77272
O 1.33200 -1.38173 -1.40146
O 4.80265 -2.81251 1.95603
C 4.01120 -3.89615 1.45794
C 2.83875 -1.86656 4.06193
C 2.02907 2.01351 0.14785
C -2.19125 -4.40471 -0.38153
C -0.41928 1.85059 3.27915
C -1.81942 -3.15585 -3.72084
C -1.33088 -2.47307 2.78149
C 0.73969 -2.05132 -0.33668
C -0.95047 7.01287 -1.67531
C 6.49372 0.11871 2.11017
C 3.03864 5.38093 -0.66260
C -3.39888 -0.24360 0.08504
C -5.86794 -3.38296 -3.78399
C -1.07132 1.52616 -2.44786
C -2.05439 4.13858 -0.09681
H -1.93702 1.81013 -1.84950
H -2.32112 3.29253 0.53656
H 6.62460 1.19927 2.05222
H -1.26550 2.20894 3.86532
H -0.51774 7.67128 -2.42853
H -0.52284 -2.93758 2.21635
H -1.81337 -5.32653 -0.82375
H -2.80838 4.88570 0.15098
H 3.57825 6.25251 -0.29209
H 3.85606 -3.91066 0.37913
H 7.39351 -0.25493 2.59892
H 1.77980 -2.10413 4.16332
H -2.58742 -4.77753 0.56301
H 2.89942 5.43320 -1.74241
H 0.02592 2.79815 2.97579
H -1.49473 7.50406 -0.86871
H -6.81161 -3.03615 -3.36292
H 3.26155 -2.86704 4.15351
H -0.26590 2.23217 -2.65020
H -3.72753 -1.00886 -0.61814
H 0.25831 1.36157 3.97902
H 2.13268 2.55415 -0.79294
H -1.88047 -2.85356 -4.76630
H -5.62785 -2.78202 -4.66111
H -1.39602 6.14359 -2.15897
H 2.94365 1.59783 0.57076
H -2.24515 -2.79173 2.28084
H -0.76067 -3.23102 -3.47283
H 6.55031 -0.28634 1.09980
H -1.36031 -3.00477 3.73256
H 3.30547 -1.17815 4.76646
H -6.02004 -4.43768 -4.01319
H -4.23561 0.00415 0.73819
H -1.50290 1.31785 -3.42687
H -2.10519 -2.27178 -3.15088
H 2.96544 -3.98370 1.75261
H 0.45542 -3.01321 -0.76337
H 3.59935 4.51013 -0.32289
H -0.14997 -1.51872 -0.00059
H 1.37270 -2.29173 0.51748
H 4.42003 -4.83542 1.83040
H -3.21402 0.66920 -0.48129
H 1.41044 2.59617 0.83042
H -1.20050 -3.98762 -0.20112
H -2.17597 3.85844 -1.14316
*
```

- ΔE to the lowest compared entry with this formula, charge and spin: 3.848 eV
- Structure (SMILES): COP(=O)(OC)OC.COP(=O)(OC)OC.COP(=O)(OC)OC.COP(=O)(OC)OC.COP(=O)(OC)OC
- Total energy: -3810.420565 Ha
- Gap between HOMO and LUMO: 10.562 eV


# 6
This record from OMol25 describes C15H46BaF3O13 as an isolated structure. The level of theory is ωB97M-V/def2-TZVPD.

Structure (ORCA input):
```
! wB97M-V def2-TZVPD RIJCOSX def2/J DEFGRID3
* xyz -1 1
Ba 1.71400 1.33219 -1.95627
F 6.66911 3.22722 -0.58675
F 4.97337 3.67946 0.74031
F 6.39505 2.09418 1.24525
O -0.85689 1.68920 -3.41011
O 3.60198 1.38017 0.14987
O 2.90418 -1.56562 -1.93737
O -0.85738 -2.06550 3.02344
O -5.86396 -2.31382 -2.24241
O 0.25539 -3.28953 -2.79179
O 0.38057 -1.06137 -0.92691
O 1.19229 -2.85252 1.04858
O -3.10081 3.58234 -1.20161
O 0.26576 3.95311 1.34449
O 4.52559 1.84803 -1.82120
O -0.71344 1.88486 -0.63446
O -0.96834 1.82316 5.29098
C 5.73378 2.68289 0.19640
C 3.93631 -2.05920 -1.10065
C -1.18077 0.74357 0.04914
C -0.61690 4.55573 2.27323
C 0.89706 -4.10961 0.44361
C 2.18183 0.69405 1.92646
C -0.94047 -0.69279 -0.52026
C -4.11532 2.65409 -1.56423
C 4.84316 1.63601 -0.53238
C -1.88720 1.06342 -4.17234
C -0.89787 -3.15562 -3.58626
C -1.03339 1.00349 4.13095
C -4.73103 -1.68024 -1.63861
C 3.61117 1.02994 1.53221
C -0.84375 -3.39001 3.50762
H -3.96614 -2.42742 -1.45164
H -0.11158 5.35933 2.80402
H -1.75305 -3.58879 -3.05333
H -0.74309 0.70903 1.06388
H -1.30923 -1.36909 0.26401
H 0.35778 -2.58424 -2.12041
H -4.77474 3.18146 -2.25551
H 3.90707 1.90521 2.11291
H -0.60272 0.02794 4.35150
H 4.00849 -1.47379 -0.18173
H -0.99485 3.83904 3.01486
H 4.89059 -2.06674 -1.62502
H -2.31859 0.26932 -3.54707
H -0.22523 -1.99968 2.29030
H -1.31199 -4.06177 2.78204
H -2.29040 3.08478 -0.96914
H 1.82215 -0.24722 1.50801
H 1.36144 -4.12573 -0.54581
H 1.47210 1.47738 1.64658
H -0.17862 -4.27840 0.35301
H -1.45585 -3.43662 4.41081
H -2.05872 0.85328 3.78654
H 2.06476 -1.65017 -1.45218
H -4.34266 -0.88083 -2.27287
H -1.12605 1.64466 -2.46437
H -3.68869 1.79121 -2.07792
H -6.56898 -1.66348 -2.28038
H 5.42490 0.69940 -0.42312
H -1.58397 -0.82513 -1.40715
H -0.41707 1.36523 3.30130
H 0.80275 -2.16787 0.44893
H -1.49800 4.93359 1.73902
H -2.25076 0.86956 0.29140
H -2.68878 1.77650 -4.38836
H 0.15870 -3.71419 3.79528
H 3.73713 -3.10934 -0.85660
H 2.14320 0.64298 3.01894
H 1.34116 -4.90711 1.03821
H -1.13502 -2.10582 -3.78658
H -4.68734 2.36937 -0.67815
H -0.74844 -3.69071 -4.52172
H -5.03975 -1.25154 -0.68167
H 4.22068 0.14020 1.71726
H -0.22267 3.22430 0.92280
H -1.59225 2.54363 5.17631
H -1.50070 0.59701 -5.07614
*
```

- Total energy: -1902.346203 Ha
- Gap between HOMO and LUMO: 7.864 eV


no.,largest force on an atom (eV/Å)
1,9.6
2,3.1
3,0.9
4,3.8
5,5.1
6,2.5